Entry from the Open Molecules 2025 dataset: 5 unconnected molecules or ions with the total composition C2H14O5 at a distorted geometry (ωB97M-V/def2-TZVPD).

Cartesian coordinates (Å):
C  -0.7986  0.4000  -2.9065
C  -0.1012  1.0026  -1.5855
O  -1.1830  1.0913  -0.6004
H  -1.1180  -0.6093  -2.6837
H  -0.0625  0.4649  -3.6816
H  -1.6405  0.9663  -3.2700
H  0.7265  0.4220  -1.1322
H  0.1100  2.0504  -1.7760
H  -1.4497  0.1649  -0.6360
O  1.3674  -1.1578  0.3794
H  0.8938  -0.3203  0.4936
H  2.3375  -0.8983  0.1829
O  -1.4171  -0.8317  1.4136
H  -1.3702  -1.6604  1.9001
H  -0.8726  -0.2488  1.9766
O  0.6123  -2.8638  2.8920
H  1.2305  -2.5173  2.2136
H  0.7655  -2.3735  3.6884
O  1.0175  2.1199  1.0093
H  0.2287  2.0037  0.3896
H  0.7238  2.7952  1.7330

Forces on the atoms, in the same order (eV/Å):
1.760 0.607 1.775
-2.712 0.299 -1.170
1.073 -0.529 -0.645
0.095 -0.368 -0.262
0.460 -0.582 -0.655
-0.325 0.473 0.472
-0.330 0.394 -1.089
0.760 -0.052 -0.107
-0.689 0.058 1.070
2.485 0.421 -0.384
0.230 -0.186 0.286
-2.469 -0.462 0.521
0.325 0.420 0.620
0.091 -0.359 -0.094
-0.423 -0.151 -0.503
0.122 -0.244 -1.098
-0.584 -0.027 0.466
0.298 0.405 0.542
-1.822 1.464 0.942
1.011 0.354 1.495
0.645 -1.934 -2.183

## Properties
LUMO energy, hartree: 0.018
HOMO level, Ha: -0.384
Kohn-Sham gap, eV: 10.95
2S+1: 1
Structure (SMILES): CCO.O.O.O.O

In elementary charge units, the natural (NBO) charges are: -0.630, -0.097, -0.749, 0.205, 0.210, 0.219, 0.180, 0.182, 0.486, -0.960, 0.488, 0.478, -0.956, 0.488, 0.470, -0.964, 0.497, 0.465, -0.991, 0.499, 0.481



Entry from the Open Molecules 2025 dataset: 2 unconnected molecules or ions with the total composition C6H15NO2 at a distorted geometry (ωB97M-V/def2-TZVPD).

Cartesian coordinates (Å):
C  -2.0423  -2.1253  0.8687
N  -0.7016  -1.6587  1.1310
C  -0.3371  -0.3837  1.3690
C  -1.4378  0.6267  1.5474
O  0.8557  -0.1130  1.5679
H  -2.4623  -1.6589  -0.0210
H  -2.0131  -3.2075  0.7126
H  -2.7043  -1.9199  1.7186
H  0.0572  -2.3196  1.0544
H  -2.0798  0.6508  0.6635
H  -2.0315  0.3697  2.4141
H  -0.9980  1.6091  1.6683
C  0.0401  0.5653  -1.6525
C  1.3774  1.4578  -1.1960
C  2.5904  0.5411  -1.3071
O  1.2564  2.0077  0.0546
H  0.0596  -0.4323  -1.2214
H  -0.9036  1.0865  -1.5128
H  0.1728  0.4444  -2.7256
H  1.4346  2.2805  -1.9199
H  2.6508  0.0907  -2.2960
H  3.4984  1.1158  -1.1193
H  2.5205  -0.2428  -0.5535
H  1.1974  1.2159  0.7550

Forces on the atoms, in the same order (eV/Å):
-0.286 -0.132 0.187
0.196 -0.079 -0.191
0.446 -0.247 1.039
0.229 0.089 -0.752
-0.554 -0.258 -0.232
-0.057 -0.007 -0.082
-0.014 0.243 0.034
0.071 -0.074 -0.166
0.012 0.158 0.029
-0.073 -0.044 0.133
-0.188 -0.086 0.219
0.072 0.057 0.068
2.142 1.325 -0.205
-1.902 -1.749 -1.200
-0.046 0.374 -0.054
-0.247 -1.197 2.419
-0.104 0.018 0.258
0.030 0.067 0.334
-0.135 -0.166 -0.208
0.054 -0.108 0.115
0.062 -0.078 -0.072
0.039 -0.050 -0.013
0.000 -0.087 0.008
0.253 2.033 -1.669

## Properties
LUMO energy, hartree: 0.024
HOMO level, Ha: -0.330
Kohn-Sham gap, eV: 9.63
2S+1: 1
Structure (SMILES): CNC(C)=O.CC(C)O

In elementary charge units, the natural (NBO) charges are: -0.417, -0.602, 0.713, -0.728, -0.662, 0.202, 0.219, 0.200, 0.409, 0.232, 0.235, 0.261, -0.666, 0.140, -0.644, -0.767, 0.190, 0.202, 0.204, 0.161, 0.201, 0.214, 0.209, 0.494



Entry from the Open Molecules 2025 dataset: C3H5N3 in the gas phase (ωB97M-V/def2-TZVPD).

Cartesian coordinates (Å):
C  -0.6733  0.6047  1.1417
C  -0.5547  -0.2960  -0.0886
N  0.6451  -1.0998  -0.0002
C  1.3686  -0.6662  -0.9486
N  0.7186  0.3271  -1.7866
N  -0.4061  0.5357  -1.2941
H  -1.2850  1.4825  0.9273
H  0.3350  0.9195  1.4224
H  -1.0996  0.0360  1.9683
H  -1.4540  -0.9097  -0.2146
H  2.4054  -0.9338  -1.1269

Forces on the atoms, in the same order (eV/Å):
0.105 -0.053 0.092
-0.119 -0.047 -0.163
0.137 0.288 -0.142
-0.068 -0.121 0.194
-0.158 0.074 0.187
0.339 -0.095 -0.016
-0.008 -0.187 0.025
-0.178 0.112 0.013
0.039 0.118 -0.030
0.141 0.020 -0.032
-0.231 -0.107 -0.129

## Properties
LUMO energy, hartree: -0.003
HOMO level, Ha: -0.372
Kohn-Sham gap, eV: 10.06
2S+1: 1
Structure (SMILES): C[C@@H]1N=CN=N1

In elementary charge units, the natural (NBO) charges are: -0.600, -0.025, -0.372, 0.157, -0.182, -0.091, 0.231, 0.222, 0.226, 0.234, 0.201



Entry from the Open Molecules 2025 dataset: C4H9NO in the gas phase at a distorted geometry (ωB97M-V/def2-TZVPD).

Cartesian coordinates (Å):
C  -1.1685  -0.7003  1.3879
C  -0.7813  -0.4503  -0.0628
C  0.6730  0.0087  -0.2313
N  0.8292  1.3036  0.3805
C  1.0100  0.0516  -1.7232
O  0.6654  -0.7089  -2.5820
H  -2.1779  -0.3170  1.5566
H  -1.1643  -1.7615  1.6355
H  -0.5083  -0.1695  2.0678
H  -0.8690  -1.3687  -0.6387
H  -1.3433  0.2958  -0.6298
H  1.3959  -0.7072  0.1897
H  -0.0017  1.8751  0.3632
H  1.7040  1.7948  0.2590
H  1.7369  0.8538  -1.9724

Forces on the atoms, in the same order (eV/Å):
-0.628 0.465 -0.083
1.158 -0.566 -0.424
-0.380 0.130 -0.605
0.158 -0.111 0.601
0.878 0.061 0.056
-0.439 -0.209 0.091
0.018 -0.179 0.187
0.066 0.049 -0.037
0.070 0.021 0.078
-0.162 -0.052 -0.105
-0.490 0.036 0.467
-0.181 0.028 0.144
0.276 0.139 -0.208
-0.287 -0.040 -0.124
-0.058 0.227 -0.038

## Properties
LUMO energy, hartree: 0.037
HOMO level, Ha: -0.335
Kohn-Sham gap, eV: 10.10
2S+1: 1
Structure (SMILES): CC[C@H](N)C=O

In elementary charge units, the natural (NBO) charges are: -0.622, -0.405, -0.151, -0.863, 0.445, -0.516, 0.211, 0.212, 0.221, 0.229, 0.198, 0.205, 0.372, 0.377, 0.086